Record 1
{
  "formula": "C12H20Br3F3N2O4PSSr",
  "method": "ωB97M-V/def2-TZVPD",
  "fmax_ev_per_a": 5.48,
  "charge": 1,
  "energy_ev": -263167.7439,
  "species": ["H", "P", "Br", "H", "C", "S", "C", "H", "C", "C", "H", "H", "C", "Br", "H", "H", "Br", "F", "C", "H", "O", "H", "C", "H", "Sr", "O", "H", "F", "O", "C", "N", "H", "F", "H", "C", "N", "H", "H", "O", "H", "C", "H", "H", "H", "H", "C", "C"],
  "xyz": [[-1.065, 1.330, 5.443], [-0.272, 2.973, 0.422], [-2.959, -2.962, -2.195], [3.180, -1.240, -1.656], [2.341, 0.847, -1.811], [0.032, 3.491, -1.438], [1.556, 0.405, -0.488], [1.653, 3.947, 0.874], [3.177, -0.354, -2.384], [-0.009, -2.999, -2.482], [1.892, -0.622, -0.126], [-0.813, -1.428, -0.303], [-1.530, -0.081, 3.779], [3.479, 2.433, -1.571], [2.816, -0.640, -3.445], [-0.282, -0.593, 1.614], [-0.114, -4.260, -0.989], [-1.306, -1.785, -4.132], [0.571, -1.606, -2.029], [0.778, -1.039, -2.981], [-2.727, -0.121, 0.839], [4.257, -0.013, -2.461], [-0.444, -0.767, -1.142], [-2.188, 3.365, 1.472], [3.121, -2.833, -3.432], [1.063, 3.354, 1.375], [1.931, 1.102, 0.319], [-1.402, -4.028, -4.131], [-2.934, 1.705, -0.342], [-1.539, 0.310, 5.317], [0.127, 0.511, -0.706], [-1.333, -0.536, -1.804], [1.018, -3.528, -3.398], [-2.603, -0.009, 3.434], [-0.599, 1.104, 0.443], [-0.163, 0.417, 1.672], [-1.411, 1.855, 2.772], [-2.598, 0.379, 5.698], [-1.516, 3.891, 0.997], [1.526, -1.878, -1.489], [-0.712, 0.991, 2.914], [-0.934, -0.388, 5.950], [1.535, 1.126, -2.551], [-1.208, -1.133, 3.568], [0.141, 1.314, 3.573], [-2.178, 0.884, 0.326], [-1.350, -2.891, -3.317]],
  "mulliken_charge": [0.3250, 0.8844, 0.0326, 0.4645, -0.5794, -0.3987, -0.9638, 0.3500, -0.5447, 0.1937, 0.2751, 0.4757, -0.3092, -0.0445, -0.1421, 0.3242, 0.0928, -0.2093, -0.6051, 0.3991, -0.6405, 0.2770, -1.5206, 0.3857, 1.8763, -0.5419, 0.8670, -0.2597, -0.7407, -1.0682, 0.5536, 0.3473, -0.5869, 0.1824, -0.2613, -0.0902, 0.0930, 0.3033, -0.6030, 0.8304, -0.6331, 0.2650, 0.5219, 0.3271, 0.4287, 0.1896, 0.4773]
}

Record 2
{
  "formula": "C31H43F3O8",
  "method": "ωB97M-V/def2-TZVPD",
  "smiles": "CCc1ccc2c(c1)C(=O)c1c(CCC(F)(F)F)cccc1C2=O.COCCOCCOC.COCCOCCOC",
  "fmax_ev_per_a": 0.35,
  "energy_ev": -57374.8406,
  "species": ["H", "F", "H", "H", "C", "H", "H", "H", "H", "H", "H", "C", "C", "H", "H", "H", "C", "H", "H", "C", "C", "C", "H", "C", "H", "H", "O", "O", "C", "F", "F", "C", "H", "H", "C", "H", "O", "C", "H", "H", "C", "C", "H", "C", "H", "H", "C", "H", "H", "C", "C", "C", "C", "H", "O", "H", "H", "C", "H", "C", "H", "O", "O", "C", "H", "H", "H", "C", "C", "H", "O", "C", "C", "H", "C", "H", "H", "O", "H", "H", "H", "C", "C", "H", "C"],
  "xyz": [[5.315, -0.408, -4.156], [1.207, 5.502, -5.990], [-3.603, 5.132, -0.812], [-4.018, -2.383, -0.346], [-2.795, 4.500, -1.177], [-1.537, -3.853, -0.827], [-2.795, -5.080, -1.076], [4.111, 0.287, 6.562], [3.411, -1.413, 1.449], [2.704, 2.473, -6.864], [-1.796, 1.057, 0.839], [-1.804, 2.139, -1.011], [-2.803, 3.144, -0.482], [1.988, 0.857, 0.577], [3.481, 4.465, -6.058], [-6.801, -3.569, 3.103], [4.342, -0.627, 4.656], [2.965, -3.186, 3.104], [-3.802, 2.704, -0.503], [-4.317, -1.508, 0.234], [-6.877, -2.669, 2.494], [-2.156, -3.327, 1.609], [5.423, -0.532, 4.786], [2.607, 1.470, -4.995], [4.002, 0.227, 4.067], [-1.315, -2.859, 1.082], [-3.392, -1.224, 1.268], [4.171, -1.847, 3.958], [-0.486, 0.145, -0.580], [0.818, 4.378, -4.175], [2.308, 5.958, -4.169], [3.361, -0.654, -3.303], [-3.922, -2.675, 2.668], [1.697, -1.821, 1.675], [2.869, 3.964, -5.310], [-7.912, -2.562, 2.152], [2.319, -0.545, 5.992], [2.903, -2.135, 3.398], [3.684, 0.705, 1.099], [2.628, 1.909, 1.861], [3.733, -0.602, 6.039], [-5.755, -1.624, 0.686], [3.626, -1.470, -2.645], [2.060, -0.177, -3.297], [-1.590, 2.963, -2.996], [4.066, -1.487, 6.594], [3.915, 0.987, -4.969], [-2.455, -1.736, 2.952], [-1.752, -3.919, 2.442], [0.043, 0.220, -1.863], [2.570, -1.353, 2.149], [-3.042, -2.246, 2.184], [1.062, -0.750, -2.342], [1.761, -0.833, 7.974], [2.267, 0.000, 2.445], [-1.852, 5.014, -0.989], [4.666, 1.441, -5.605], [1.677, -1.306, 6.989], [1.204, 2.746, -5.986], [4.290, -0.061, -4.144], [2.089, -2.319, 7.045], [1.106, -1.900, -1.967], [-0.418, 1.588, -5.061], [0.231, 1.283, -4.086], [-2.550, 3.295, 0.570], [-4.263, -0.639, -0.428], [3.487, 3.778, -4.433], [2.663, 0.905, 1.441], [-1.289, 2.189, -2.306], [-6.616, -1.804, 3.113], [-5.986, -2.816, 1.413], [1.801, 4.948, -4.914], [-2.103, -4.660, -0.348], [0.624, -1.372, 6.721], [-1.389, 1.106, -0.163], [-0.166, -0.661, 0.066], [2.105, -2.041, 4.137], [-2.868, -4.182, 0.736], [-6.394, -1.619, -0.207], [-1.402, -5.441, -0.033], [-6.014, -0.747, 1.291], [-0.360, 1.243, -2.718], [2.278, 2.649, -5.879], [-2.917, 4.405, -2.255], [1.671, 0.866, -4.151]],
  "mulliken_charge": [0.4003, -0.2850, 0.4107, 0.1714, -1.3423, 0.2215, 0.2583, 0.3765, 0.3759, 0.5271, 0.3520, 1.1060, -0.1865, 0.0181, 0.3432, 0.2321, -0.2978, 0.3993, 0.2501, -0.2509, -0.7672, -0.1775, 0.3944, 0.5972, 0.1116, 0.0148, -0.2876, -0.4370, -0.6566, -0.1497, -0.2970, -1.0521, 0.1409, 0.1422, -0.7254, 0.3242, -0.2723, -0.5087, 0.4104, 0.2584, -0.5586, -0.7602, 0.5495, 0.6179, 0.3353, 0.3416, -0.3936, 0.4286, 0.4297, 0.3017, -0.2182, -0.4999, 0.1130, 0.3233, -0.2173, 0.3142, 0.4533, -0.7754, 0.5577, -0.8047, 0.3496, -0.6077, -0.5949, -0.2759, 0.3816, 0.3814, 0.4029, -0.6042, -0.6955, 0.3430, -0.2848, 0.7180, -0.6530, 0.2266, -1.5795, 0.7493, 0.1883, -0.3197, 0.4010, 0.3262, 0.3602, 0.7351, -1.3037, 0.3214, 0.3534]
}

Record 3
{
  "formula": "C54H51BrGe2KN5O4",
  "method": "ωB97M-V/def2-TZVPD",
  "fmax_ev_per_a": 2.54,
  "s2": 0.7529,
  "spin_multiplicity": 2,
  "charge": -1,
  "energy_ev": -271866.9335,
  "species": ["C", "C", "C", "C", "H", "H", "Br", "C", "N", "H", "C", "H", "H", "N", "H", "H", "C", "C", "O", "C", "H", "H", "C", "C", "H", "O", "N", "N", "C", "Ge", "H", "H", "C", "H", "C", "H", "Ge", "C", "H", "C", "H", "H", "N", "H", "H", "H", "C", "C", "H", "K", "C", "H", "C", "H", "C", "C", "C", "C", "H", "C", "C", "C", "C", "H", "C", "O", "H", "H", "C", "C", "H", "C", "C", "H", "H", "C", "C", "H", "C", "C", "H", "C", "H", "H", "H", "H", "C", "C", "C", "C", "C", "H", "H", "H", "H", "H", "C", "H", "H", "C", "H", "H", "C", "C", "C", "O", "C", "H", "H", "C", "H", "C", "H", "C", "C", "H", "H", "C"],
  "xyz": [[0.389, -1.261, 5.096], [2.560, 2.229, -6.715], [2.708, -0.410, 3.088], [-3.031, 6.954, -2.265], [-6.549, 2.286, -0.106], [-1.147, 6.106, -1.688], [0.083, 2.952, 1.511], [-0.067, -4.557, 1.628], [1.100, -2.161, -1.080], [2.783, -3.869, 4.477], [-1.974, -3.882, -1.928], [2.538, 1.846, 0.696], [-1.659, 0.380, 2.960], [0.772, 2.513, -2.800], [1.760, 1.421, 3.716], [0.638, -0.472, -3.651], [2.494, 2.249, -5.326], [3.920, -1.103, 3.079], [0.416, -0.672, -4.672], [4.604, -1.047, -0.612], [3.117, 2.989, -7.252], [1.928, 1.188, -8.487], [3.214, -1.080, -0.568], [1.892, 1.220, -7.403], [3.802, 2.418, 4.650], [-2.181, 1.389, -0.457], [2.510, -0.071, -0.049], [-1.577, -1.530, -2.031], [-3.321, 1.091, -0.014], [1.490, -3.554, 2.291], [1.924, -5.356, 4.002], [4.132, -3.060, -2.214], [-3.589, -0.087, 0.788], [0.225, -5.586, 1.398], [-0.092, -0.779, 3.871], [-4.006, -4.517, -2.211], [1.032, -1.119, 2.236], [-1.125, -2.780, -1.891], [5.169, -1.900, -0.959], [1.182, 0.248, -6.715], [-0.865, -4.576, 2.374], [3.004, 3.031, -4.769], [0.549, 2.868, -1.527], [2.765, -4.639, -3.525], [3.972, -2.092, 2.634], [-4.827, -2.183, -2.579], [2.992, -4.311, 1.273], [-2.511, -0.994, 1.158], [1.335, -1.792, 5.131], [-0.176, 0.355, -0.791], [0.916, -3.869, -2.749], [-4.275, 2.810, -0.905], [-0.498, 3.539, -1.232], [-2.159, 4.636, 1.573], [0.366, -2.957, -1.855], [-4.075, 5.636, -0.066], [-0.867, 3.873, 0.141], [1.781, 1.295, -4.611], [-3.190, -0.306, -2.389], [-5.969, 0.463, 0.909], [1.702, 1.354, -3.078], [-1.277, -0.041, 3.881], [3.842, 1.428, 4.208], [-5.102, -1.245, 1.806], [-4.902, 6.410, -0.866], [-1.323, -0.783, 0.895], [5.001, 2.116, 0.512], [-2.884, 0.776, 5.049], [2.693, 0.863, 3.671], [3.058, -3.069, -2.093], [-1.224, 3.804, -1.994], [-5.722, 1.625, 0.137], [-2.848, -2.271, 1.906], [2.985, -5.390, 1.459], [2.670, 1.708, -2.687], [-2.875, -1.339, -2.268], [4.531, 1.186, 0.219], [-1.579, -4.877, -1.768], [2.427, -2.175, -1.233], [5.043, 0.722, 4.184], [-2.612, 7.485, -3.112], [5.269, 0.100, -0.211], [-5.955, 6.497, -0.626], [5.943, 1.162, 4.597], [-6.968, 0.230, 1.257], [-2.042, -0.150, 7.187], [1.110, 0.271, -5.316], [-1.973, 0.188, 5.067], [-3.784, -2.384, -2.366], [2.293, -3.943, -2.841], [-4.384, 7.070, -1.975], [-3.571, -2.874, 1.351], [-0.456, -4.087, 0.719], [-4.482, 5.115, 0.796], [2.902, -4.136, 0.201], [1.042, -4.022, 4.789], [-4.913, -0.357, 1.210], [0.661, -0.547, -7.240], [3.953, -3.909, 1.609], [-2.206, 6.172, -1.468], [-5.028, 7.675, -2.602], [-3.266, -2.046, 2.892], [-1.879, 4.648, 0.525], [3.154, 1.037, 0.313], [-1.501, -0.327, 6.265], [1.298, 0.203, -2.493], [5.077, -0.549, 3.625], [-0.019, 2.560, -3.432], [0.068, -1.453, 7.211], [-0.314, -1.053, 6.278], [0.276, -4.460, -3.390], [-3.325, -3.675, -2.166], [6.352, 0.142, -0.245], [1.841, -4.267, 4.087], [-4.465, 1.926, -0.307], [6.005, -1.110, 3.610], [-1.931, -2.834, 2.037], [-2.716, 5.484, -0.363]],
  "mulliken_spin": [-0.0180, 0.0000, 0.1368, 0.0001, 0.0001, 0.0000, 0.0033, 0.0017, -0.0770, -0.0011, 0.0011, -0.0202, -0.0008, 0.0005, -0.0067, 0.0004, 0.0000, 0.0133, 0.0000, 0.0056, 0.0000, 0.0000, 0.0086, 0.0000, 0.0008, -0.0281, -0.0290, 0.0118, -0.0206, 0.1026, 0.0044, 0.0004, 0.0222, -0.0004, 0.1361, 0.0000, 0.1327, -0.0052, 0.0011, -0.0001, 0.0018, 0.0001, 0.0006, 0.0002, 0.0184, 0.0001, 0.0026, 0.0049, 0.0086, 0.0487, -0.0028, 0.0000, -0.0005, -0.0004, 0.0320, 0.0001, 0.0044, -0.0002, -0.0004, 0.0006, -0.0030, 0.0507, -0.0082, -0.0003, 0.0000, 0.3377, 0.0015, -0.0004, 0.0392, 0.0001, -0.0001, 0.0006, -0.0101, 0.0000, 0.0002, 0.0001, 0.0017, -0.0002, 0.0319, 0.0235, 0.0000, 0.0029, 0.0000, 0.0019, -0.0001, 0.0002, 0.0001, 0.0012, -0.0003, -0.0005, 0.0001, -0.0004, -0.0044, 0.0001, -0.0021, -0.0005, 0.0002, 0.0000, -0.0004, 0.0003, 0.0000, 0.0000, -0.0022, 0.0256, 0.0003, -0.0211, -0.0076, -0.0002, -0.0010, 0.0116, 0.0001, 0.0003, 0.0003, 0.0284, -0.0010, 0.0006, 0.0078, -0.0003]
}

Record 4
{
  "formula": "C26H28NO8S2",
  "method": "ωB97M-V/def2-TZVPD",
  "fmax_ev_per_a": 4.98,
  "charge": -1,
  "energy_ev": -66953.8145,
  "species": ["C", "C", "H", "C", "C", "H", "O", "H", "H", "H", "O", "S", "C", "C", "H", "C", "H", "H", "C", "O", "C", "H", "H", "C", "H", "C", "H", "S", "O", "O", "H", "C", "H", "H", "C", "H", "H", "C", "N", "H", "H", "C", "H", "C", "H", "C", "C", "H", "O", "O", "H", "C", "C", "C", "H", "H", "C", "C", "H", "H", "C", "H", "O", "C", "C"],
  "xyz": [[0.113, 1.353, 6.735], [3.967, -1.181, 0.892], [-1.970, 2.792, 5.114], [3.924, -1.257, 3.303], [3.004, -0.212, 3.333], [6.381, -2.434, 2.640], [-5.965, -0.939, 1.966], [5.124, -3.662, 2.669], [0.733, -3.465, 5.878], [-3.589, -2.277, 1.860], [1.322, 0.426, 9.241], [1.393, 1.674, 2.203], [0.077, -2.986, 6.607], [5.485, -2.789, 2.123], [4.264, -1.706, 4.235], [-1.554, -1.734, 8.536], [0.335, 4.618, 10.655], [-7.185, -2.521, 1.958], [-3.526, -1.198, 2.031], [1.128, 2.209, 0.887], [3.046, -0.130, 0.898], [-1.378, -1.189, 2.232], [-5.647, -2.825, 1.110], [-2.241, 0.734, 2.734], [2.264, 4.289, 8.293], [0.442, -1.745, 7.119], [2.658, 0.307, -0.022], [0.107, 0.529, 8.474], [-1.132, 1.043, 9.051], [1.820, 2.556, 3.266], [1.679, 3.412, 10.670], [1.318, 4.356, 10.230], [-2.935, 1.439, 5.705], [-2.157, -1.222, 9.286], [-2.054, 2.044, 5.911], [-1.004, 2.350, 3.390], [-5.680, -2.782, 2.892], [4.436, -1.727, 2.091], [0.104, 0.697, 2.798], [2.610, 0.147, 4.284], [0.662, 5.099, 8.309], [-0.391, -1.154, 8.041], [-2.138, 2.484, 6.895], [-4.625, 0.984, 2.327], [-1.416, -4.547, 6.604], [-0.971, 1.313, 3.101], [-6.114, -2.368, 1.982], [-3.335, 2.613, 2.866], [0.320, 3.726, 6.186], [-0.905, 1.115, 5.904], [5.770, -3.096, 1.119], [1.254, 4.274, 8.715], [0.459, 2.807, 6.967], [-1.929, -2.972, 8.004], [-2.848, -3.454, 8.340], [2.012, 5.161, 10.517], [2.581, 0.353, 2.127], [-2.290, -0.596, 2.295], [-5.563, 1.544, 2.351], [1.329, -1.209, 6.788], [-4.716, -0.412, 2.120], [4.335, -1.575, -0.055], [0.683, 3.005, 8.318], [-1.121, -3.585, 7.030], [-3.402, 1.543, 2.656]],
  "mulliken_charge": [-0.2976, -0.6883, 0.2116, -0.8101, -0.3986, 0.3135, -0.4479, 0.3226, 0.3695, 0.3019, -0.7265, 1.2552, -0.6381, -1.3747, 0.3864, -0.5110, 0.2762, 0.2440, -0.3346, -0.7258, -0.4360, 0.4432, 0.3145, 0.6347, 0.3043, -0.3021, 0.4404, 1.3878, -0.7497, -0.5866, 0.2618, -1.1175, 0.2861, 0.4446, -0.9199, 0.5519, 0.3739, 1.0116, -0.2462, 0.4885, 0.2781, 0.2718, 0.4352, -0.6323, 0.3575, -0.6827, -0.8395, 0.3546, -0.6634, -0.0314, 0.3561, -0.3537, 0.4324, -0.4177, 0.3626, 0.3825, 0.0012, -0.6705, 0.3705, 0.3479, 0.7855, 0.2881, -0.1817, -0.4490, -0.4152]
}